No. 1
A structure of composition C21H43N2P3RuS, computed with ωB97M-V/def2-TZVPD.

Each line ends with the Mulliken charge.
Cartesian coordinates (Å):
Ru -0.432 0.335 -0.003  -0.572
S 3.937 -0.915 -2.395  -0.041
P -1.598 0.640 1.970  1.252
P -1.382 2.122 -0.873  1.100
P 1.309 1.498 0.756  1.526
N 0.861 -3.250 2.227  0.144
N -0.045 -1.631 1.020  1.523
C 2.178 2.556 -0.471  -1.525
C 1.206 -3.964 -2.416  -0.789
C 1.249 -1.192 -2.074  0.143
C 1.744 -3.918 3.178  -0.788
C 2.778 0.528 1.312  -1.453
C -0.911 0.186 3.649  -1.377
C -0.684 -2.818 0.723  -1.325
C -1.336 3.869 -0.244  -1.334
C -2.397 2.218 2.555  -1.590
C 2.447 -1.871 -2.325  -0.030
C -0.618 2.433 -2.485  -0.150
C 1.173 2.724 2.144  -1.199
C -3.174 1.855 -1.165  -1.208
C 0.823 -1.911 2.004  -1.226
C 0.027 -1.878 -2.014  -0.320
C 0.002 -3.250 -2.292  -0.846
C -3.099 -0.426 1.920  -1.288
C -0.065 -3.824 1.383  -0.791
C 0.110 -0.062 -4.394  -0.600
C 2.430 -3.268 -2.428  -0.370
C -1.177 -0.257 -3.979  -0.706
H -1.865 4.003 0.708  0.330
H -0.293 4.197 -0.142  0.325
H -3.174 2.555 1.863  0.419
H 1.273 -4.846 3.530  0.332
H 3.207 2.753 -0.124  0.587
H -2.873 2.075 3.537  0.596
H 2.149 3.198 2.330  0.481
H 3.627 -0.264 -3.485  0.249
H -0.202 -4.898 1.360  0.526
H -0.978 -3.717 -2.410  0.472
H 0.374 2.862 -2.313  0.443
H -1.520 -2.876 0.054  0.761
H 0.849 2.246 3.074  0.270
H -1.446 0.693 4.468  0.526
H -3.346 0.786 -1.366  0.320
H 3.702 1.109 1.181  0.538
H 0.463 3.520 1.894  0.326
H 2.242 2.021 -1.429  0.327
H 1.191 -5.069 -2.468  0.464
H 2.707 0.248 2.371  0.387
H 1.947 -3.270 4.045  0.316
H -1.930 0.521 -4.148  0.519
H 0.651 -0.904 -4.833  0.365
H -2.822 -1.475 2.061  0.377
H 0.146 0.460 3.743  0.295
H -3.473 2.451 -2.041  0.515
H -1.821 4.490 -1.015  0.514
H -0.906 -1.342 -1.810  0.829
H -3.770 2.162 -0.289  0.333
H -1.258 3.133 -3.033  0.640
H 1.295 -0.118 -1.943  0.196
H 1.669 3.519 -0.615  0.407
H -1.655 3.013 2.678  0.392
H -3.816 -0.157 2.706  0.460
H 1.415 -1.212 2.593  0.375
H 2.700 -4.183 2.697  0.337
H -1.005 -0.890 3.837  0.427
H 0.557 0.910 -4.615  0.464
H -3.590 -0.316 0.949  0.274
H -1.531 -1.289 -3.979  0.379
H 2.861 -0.377 0.698  0.274
H 3.407 -3.772 -2.533  0.484
H -0.516 1.520 -3.067  -1.010

Values from the calculation:
**HOMO (alpha / beta)**: -14.21 / -16.57 eV
**LUMO level (alpha / beta)**: -10.0669 / -13.2386 eV
**Frontier orbital gap (alpha / beta)**: 4.148 / 3.334 eV
**Multiplicity**: 6
**Net charge**: +3
**Energy relative to the best compared isomer or geometry (same formula, charge and spin)**: 73.2 kcal per mole

No. 2
A structure of composition C42H53F6IrN4O2S, computed with ωB97M-V/def2-TZVPD.

Each line ends with the Mulliken charge.
Cartesian coordinates (Å):
Ir -0.015 -0.267 0.115  -0.277
S -0.451 3.311 -0.559  0.514
F 2.229 -3.821 -0.758  -0.236
F -1.810 -4.263 -1.608  -0.232
F -2.370 -3.786 0.406  -0.236
F 1.187 -5.692 -0.664  -0.275
F 0.774 -4.306 -2.256  -0.231
F -1.439 -5.670 -0.023  -0.277
O -0.006 2.242 0.380  -0.359
O -0.153 -2.428 -0.577  -0.550
N -2.044 -0.127 0.118  0.543
N 2.014 -0.219 0.110  0.888
N -0.025 -0.050 -1.932  0.514
N -0.024 -0.269 2.154  0.236
C 0.916 3.437 -1.792  -0.511
C -1.128 -0.091 -2.746  0.718
C -5.389 -0.069 -1.501  -1.304
C -4.234 -0.076 0.809  1.057
C 0.651 -0.210 -4.128  0.295
C -2.867 -0.121 1.215  -0.062
C -0.094 4.874 0.349  -1.143
C 2.378 -0.275 2.549  -1.487
C -5.422 -0.022 1.698  -1.227
C 1.031 -4.396 -0.952  0.426
C -2.435 -0.155 2.544  -1.302
C -1.417 -4.371 -0.339  0.509
C 1.576 -0.227 5.526  -1.325
C -2.197 1.231 -5.551  -1.076
C 4.204 -0.156 -0.585  0.545
C 5.473 -0.099 -1.368  -0.178
C 1.076 -0.274 2.969  0.650
C 4.184 -0.192 0.818  0.158
C -1.119 -0.210 2.967  0.586
C 2.032 1.217 -5.604  -0.993
C -2.117 1.296 5.752  -0.979
C 2.824 -0.231 1.202  0.534
C -1.645 -0.142 5.513  -1.290
C 2.379 -0.202 -2.316  -0.925
C -1.650 -0.175 -5.286  -1.228
C 0.323 -3.824 1.388  -1.865
C -5.728 1.415 2.141  -1.131
C -0.713 -0.172 -4.133  0.733
C 0.655 -0.255 4.361  0.532
C 1.059 -0.158 -2.734  0.132
C -4.222 -0.051 -0.582  0.753
C -0.710 -0.213 4.356  0.800
C 2.073 1.200 5.792  -0.958
C -2.428 -0.082 -2.320  -1.618
C 5.429 0.365 -2.821  -1.640
C -2.855 -0.084 -0.971  0.002
C -0.048 -3.679 -0.095  0.533
C 5.353 -0.123 1.738  -1.228
C 2.838 -0.183 -0.992  -0.016
C -5.702 -1.507 -1.934  -1.165
C 5.604 1.326 2.181  -1.080
C 1.578 -0.213 -5.291  -1.108
H 5.173 -0.741 2.620  0.491
H 2.774 1.202 6.622  0.395
H -6.285 -0.414 1.161  0.447
H 3.146 -0.290 3.305  0.412
H -3.206 -0.108 -3.066  0.418
H -5.943 2.043 1.279  0.315
H -5.262 -0.645 2.578  0.460
H -2.714 1.618 -4.676  0.254
H 1.056 -0.594 6.413  0.400
H 4.790 1.237 -2.942  0.408
H 3.120 -0.280 -3.089  0.086
H 5.095 -0.427 -3.486  0.298
H 0.385 -4.877 1.661  0.513
H 6.434 0.640 -3.133  0.475
H -2.510 -0.784 5.331  0.407
H 1.283 -3.341 1.562  0.367
H 0.527 3.880 -2.702  0.439
H 5.839 1.954 1.324  0.320
H 2.550 1.651 -4.751  0.199
H -0.483 5.700 -0.233  0.410
H -0.436 -3.332 1.995  0.381
H -3.200 -0.128 3.304  0.420
H 1.068 -0.628 -6.160  0.479
H 5.932 -1.094 -1.335  0.364
H 1.242 2.419 -1.988  -0.175
H -0.602 4.831 1.308  0.387
H -1.387 1.914 -5.797  0.242
H -2.823 1.325 6.576  0.398
H -2.599 1.695 4.863  0.217
H 2.568 1.602 4.911  0.193
H 6.149 0.566 -0.823  0.512
H 2.431 -0.880 5.341  0.405
H -2.479 -0.855 -5.084  0.407
H -5.185 0.542 -2.383  0.454
H -4.883 1.844 2.676  0.247
H -2.893 1.210 -6.385  0.426
H -4.841 -1.956 -2.423  0.281
H 6.246 -0.506 1.243  0.441
H 2.702 1.221 -6.458  0.413
H -6.257 0.352 -0.995  0.429
H 1.172 1.841 -5.838  0.227
H -1.273 1.936 5.998  0.240
H -5.952 -2.114 -1.067  0.334
H -6.595 1.423 2.797  0.407
H -1.135 -0.527 -6.180  0.375
H 1.750 4.022 -1.416  0.447
H 2.448 -0.838 -5.084  0.356
H 0.972 4.983 0.503  0.359
H 6.438 1.370 2.878  0.403
H 4.719 1.732 2.669  0.237
H -6.544 -1.515 -2.622  0.414
H 1.239 1.849 6.044  0.245
H -1.144 -0.501 6.412  0.380

Values from the calculation:
**HOMO (alpha / beta)**: -9.66 / -9.62 eV
**LUMO level (alpha / beta)**: -4.4341 / -5.7677 eV
**Frontier orbital gap (alpha / beta)**: 5.225 / 3.856 eV
**Multiplicity**: 2
**Net charge**: +1

No. 3
An isolated molecule of C7H5NO2S, computed with ωB97M-V/def2-TZVPD.

Each line ends with the Mulliken charge.
Cartesian coordinates (Å):
S -2.666 -1.378 0.204  -0.064
O -3.237 1.292 0.638  -0.263
O -3.219 1.169 -0.791  -0.248
N -1.013 -1.794 -0.198  -0.345
C 0.507 1.535 0.075  -0.651
C 1.867 1.214 0.079  -0.426
C -0.320 0.468 0.000  0.429
C 1.363 -1.156 -0.096  -0.536
C -0.009 -0.868 -0.067  0.428
C 2.269 -0.111 -0.016  -0.541
C -2.510 0.348 0.011  0.444
H 0.161 2.552 0.138  0.442
H 3.325 -0.344 -0.020  0.358
H -0.821 -2.752 0.057  0.280
H 1.704 -2.176 -0.200  0.332
H 2.600 2.000 0.184  0.362

Values from the calculation:
**HOMO**: -8.20 eV
**LUMO level**: 0.3120 eV
**Frontier orbital gap**: 8.516 eV
**Energy relative to the best compared isomer or geometry (same formula, charge and spin)**: 124.7 kcal per mole

No. 4
A cluster of 11 separate species, C50H60N3O33P in total, computed with ωB97M-V/def2-TZVPD.

Each line ends with the Mulliken charge.
Cartesian coordinates (Å):
P 0.281 4.188 2.434  0.281
O 4.029 0.951 -0.589  -0.313
O -2.112 -0.722 3.771  -0.772
O 0.831 2.464 -0.757  1.173
O -1.207 1.899 4.301  0.152
O -5.591 -4.701 3.133  -0.677
O -0.992 -3.598 -3.006  0.261
O 1.019 -5.754 -3.815  -0.383
O 0.604 0.946 9.153  -0.566
O 4.012 0.381 5.962  -0.604
O 1.409 1.406 -3.356  -0.183
O -6.564 0.690 3.997  -0.597
O -1.486 2.558 -3.187  -0.774
O -4.781 0.554 0.516  -0.658
O 8.299 0.799 1.329  -0.576
O -1.008 -3.984 0.558  -0.450
O 0.596 5.532 1.727  -1.011
O -0.676 4.414 3.627  -0.780
O -0.505 -0.869 0.306  0.957
O -0.511 2.863 7.491  -0.686
O 3.277 3.083 0.980  -0.451
O 1.558 3.384 2.858  -1.185
O -2.840 -1.944 0.711  0.240
O -3.989 -6.865 2.750  -0.568
O -2.861 2.390 1.235  -0.589
O 3.108 -3.535 -6.017  -0.744
O 1.247 5.759 -5.108  -0.538
O -3.428 0.798 -3.956  -0.646
O -0.326 6.481 -2.955  -0.619
O -5.675 3.239 4.131  -0.692
O -0.466 3.311 1.320  -0.787
O -2.858 1.354 -6.477  -0.572
O 7.425 2.639 3.213  -0.677
O 3.153 2.492 4.568  -0.421
N 2.749 -1.795 -4.678  0.400
N 0.470 0.941 2.149  3.048
N -2.151 -0.723 -5.911  0.449
C 3.904 -0.984 -5.036  -0.979
C 0.250 5.418 -2.963  -0.221
C 1.370 -0.162 1.660  1.916
C -5.244 0.907 4.100  -0.215
C 4.765 1.407 0.246  0.260
C 4.454 2.522 1.232  0.565
C 1.428 3.594 -4.235  -1.155
C 6.631 2.306 2.346  0.815
C 3.107 1.035 6.422  0.395
C -2.280 2.142 -2.365  1.136
C -1.922 -2.074 -6.431  -0.913
C -2.930 0.143 -6.592  -0.067
C 2.361 -2.941 -5.232  0.030
C 2.425 -5.969 -3.740  -0.798
C 6.178 0.955 0.353  -0.933
C -1.317 -0.347 -4.803  0.210
C 1.227 1.289 8.008  0.532
C -2.503 1.598 4.254  0.385
C -2.224 -3.032 -2.614  -0.592
C 0.985 4.862 -4.134  1.036
C -0.971 -4.985 -2.638  -0.486
C -4.145 0.563 -1.747  -0.776
C -3.047 2.058 -0.019  0.123
C 0.587 2.436 7.219  0.696
C 0.414 -1.323 1.250  -1.478
C -0.004 -0.587 -0.993  -0.685
C -4.502 -4.553 2.590  0.712
C -3.417 2.566 4.451  -0.280
C -2.078 -4.154 1.119  0.530
C -3.542 -5.706 2.289  0.279
C -4.334 -0.026 3.838  -0.452
C 2.407 -0.387 2.767  -1.759
C -2.903 0.199 3.897  0.371
C 5.340 2.963 2.157  -0.507
C 2.360 0.677 7.649  -0.966
C -2.455 -5.499 1.520  -1.148
C 7.034 1.324 1.303  0.315
C -4.052 0.987 -0.359  0.438
C 0.748 3.195 -1.853  0.612
C 2.104 -1.323 -3.474  0.316
C 2.480 2.190 5.683  0.389
C 1.198 2.588 -3.184  -0.906
C -2.311 2.629 -1.000  0.105
C -3.070 -3.070 1.369  0.218
C 0.453 -5.515 -2.558  -0.711
C 0.364 4.496 -1.843  0.078
C -4.845 2.355 4.185  0.870
C -4.199 -3.245 2.076  -0.511
C 1.406 2.875 6.113  -0.306
C -3.344 1.132 -2.659  -0.042
H -0.030 1.614 9.440  0.327
H -3.486 -0.384 -7.387  0.295
H 1.410 -3.330 -4.841  0.446
H -1.743 0.499 -4.263  -0.567
H 2.479 2.951 3.931  0.463
H 0.494 -6.350 -1.848  0.519
H 3.042 -1.190 2.388  0.531
H -1.416 -5.112 -1.648  0.222
H 3.726 0.060 -4.798  0.259
H 1.818 -0.723 3.625  0.375
H -0.928 -2.422 -6.175  0.232
H 1.927 3.240 -5.128  0.249
H 1.889 -0.253 -3.542  -0.132
H 0.544 3.034 0.025  -0.709
H -4.953 -0.078 -2.067  0.547
H 0.912 1.612 2.809  -0.233
H 1.173 -1.866 -3.308  -0.315
H 2.971 0.495 3.060  0.140
H -1.917 -1.803 0.369  -0.008
H 2.964 -5.060 -3.451  0.268
H -2.502 -2.109 -3.114  0.011
H -2.706 -2.682 -5.956  0.342
H -4.954 -2.478 2.128  0.693
H 2.794 3.337 1.845  0.221
H -0.605 -0.983 -1.815  -1.299
H -1.165 -1.125 -4.055  -0.610
H -3.147 3.548 4.816  0.548
H -2.246 -2.181 -7.467  0.394
H 0.172 0.467 -1.210  0.063
H 0.924 -1.149 -1.127  0.826
H 1.113 -2.057 0.836  0.460
H 0.168 4.944 -0.865  0.684
H 1.075 3.724 5.520  0.450
H 1.009 -4.735 -2.017  0.309
H 2.787 -0.064 8.314  0.413
H 2.839 -6.129 -4.734  0.286
H -1.585 -5.507 -3.375  0.319
H 8.494 0.843 2.283  0.324
H 2.595 -6.793 -3.047  0.347
H 2.717 -1.363 -2.567  0.465
H 6.503 0.346 -0.484  0.407
H 1.829 0.257 0.763  -0.532
H -2.104 -2.871 -1.534  0.161
H 4.200 -1.047 -6.083  0.334
H -2.737 1.239 -4.483  0.614
H 5.090 3.666 2.938  0.479
H -0.376 0.680 2.664  -0.370
H 4.752 -1.452 -4.527  0.360
H 1.793 5.379 -5.803  0.300
H -4.738 -6.719 3.351  0.348
H -4.734 -0.965 3.482  0.321
H -3.073 -3.718 -2.724  0.525
H 0.192 1.635 1.442  -1.184
H -0.269 -0.086 -4.991  0.380
H -1.727 -6.290 1.401  0.489
H -1.075 2.895 4.219  -0.329
H -1.959 2.812 1.432  0.523
H -1.565 3.350 -0.687  0.452
H -6.964 1.569 3.855  0.369
H -0.085 -1.682 2.149  0.311

Values from the calculation:
**HOMO**: -2.76 eV
**LUMO level**: 1.6756 eV
**Frontier orbital gap**: 4.435 eV
**Net charge**: -2
**Energy relative to the best compared isomer or geometry (same formula, charge and spin)**: 0.0 kcal per mole

Electronic energy across the listed records, respectively: -66705.908, -84445.201, -23753.912, -134149.158 eV.